Entry 1:
The following is a quantum chemistry calculation of a structure of composition C49H40N3P2RhSi, from the Open Molecules 2025 dataset.

The geometry in XYZ format:
```
96
Properties=species:S:1:pos:R:3
Rh 1.878 0.031 0.435
C 5.132 1.096 0.903
Si 4.048 0.248 -0.342
C 4.126 -1.624 -0.164
C 5.175 -2.172 -0.915
C 5.630 -3.466 -0.714
C 5.042 -4.236 0.273
C 3.964 -3.744 0.993
C 3.454 -2.471 0.750
P 1.867 -2.274 1.880
C 1.016 -3.835 1.551
C 0.334 -4.412 2.621
C -0.403 -5.572 2.431
C -0.469 -6.154 1.174
C 0.206 -5.580 0.103
C 0.949 -4.426 0.287
C 0.440 -1.255 2.193
C -0.886 -1.466 1.510
C -2.205 -0.992 2.205
C -2.112 0.186 3.212
C -0.746 0.889 3.292
C 0.387 0.231 2.487
C 3.994 1.198 -1.950
C 5.109 1.708 -2.612
C 4.965 2.655 -3.618
C 3.708 3.135 -3.959
C 2.578 2.639 -3.323
C 2.725 1.671 -2.338
P 1.329 0.791 -1.608
C 1.009 -0.601 -2.705
C 0.605 -1.832 -2.193
C 0.351 -2.891 -3.049
C 0.502 -2.730 -4.420
C 0.919 -1.511 -4.936
C 1.180 -0.449 -4.083
C -0.209 1.752 -1.442
C -0.533 2.683 -0.260
C -1.922 3.242 -0.322
C -2.799 2.977 -1.316
C -2.427 2.143 -2.393
C -1.152 1.557 -2.421
H 6.177 0.963 0.600
H 5.036 0.665 1.900
H 4.946 2.170 0.947
H 5.679 -1.560 -1.656
H 6.457 -3.850 -1.295
H 5.412 -5.230 0.488
H 3.514 -4.384 1.740
H 0.387 -3.965 3.606
H -0.915 -6.025 3.269
H -1.039 -7.062 1.028
H 0.159 -6.040 -0.875
H 1.486 -3.996 -0.549
H -0.997 -2.424 1.010
H -2.930 -1.764 2.448
H -2.646 0.085 4.152
H -0.424 1.181 4.287
H 1.350 0.656 2.799
H 6.108 1.392 -2.334
H 5.842 3.041 -4.120
H 3.610 3.896 -4.722
H 1.593 3.003 -3.594
H 0.492 -1.983 -1.124
H 0.038 -3.843 -2.643
H 0.302 -3.558 -5.086
H 1.048 -1.386 -6.003
H 1.522 0.492 -4.493
H 0.154 3.540 -0.336
H -2.222 3.878 0.502
H -3.790 3.411 -1.285
H -3.118 1.938 -3.198
H -0.934 0.904 -3.258
N -5.028 1.522 1.761
C -5.929 2.572 1.852
C -7.299 2.657 1.618
C -7.873 3.898 1.800
C -7.117 5.014 2.199
C -5.762 4.919 2.431
C -5.165 3.670 2.254
N -3.835 3.291 2.412
C -3.804 2.024 2.111
C -2.558 1.216 2.112
C -2.438 0.066 1.086
C -1.012 -0.224 0.588
N 0.070 0.679 1.089
C -0.254 2.092 1.171
C -1.265 2.037 2.331
H -5.242 0.570 1.524
H -7.885 1.800 1.314
H -8.935 4.019 1.634
H -7.616 5.965 2.330
H -5.176 5.772 2.744
H -3.194 -0.024 0.309
H -0.910 -0.389 -0.476
H 0.640 2.587 1.567
H -1.472 2.987 2.815
```

Expectation value of S² ... 6.059
Kohn-Sham gap (spin up / spin down) ... 6.1 / 4.6 eV
Total energy ... -85376.76277 eV
Net charge ... +2
Multiplicity ... 5

For each atom in turn, the Löwdin charge in e is: 0.7249, -0.1637, 0.6212, -0.2874, -0.0882, -0.0410, -0.0331, -0.1135, -0.3240, 1.1142, -0.4196, -0.0879, -0.0514, -0.0492, -0.0564, -0.1024, -0.2694, -0.1671, -0.0691, -0.0564, -0.0746, -0.2399, -0.2796, -0.0647, -0.0355, -0.0350, -0.0714, -0.3715, 1.0158, -0.3426, -0.0952, -0.0526, -0.0397, -0.0416, -0.0693, -0.2658, -0.1814, -0.0064, -0.0526, -0.0218, -0.0874, 0.0542, 0.0408, 0.0453, 0.1079, 0.1218, 0.1239, 0.1104, 0.1138, 0.1171, 0.1173, 0.1123, 0.0950, 0.1402, 0.1501, 0.1581, 0.1561, 0.1487, 0.1150, 0.1219, 0.1221, 0.1179, 0.0708, 0.1050, 0.1197, 0.1200, 0.1081, 0.1583, 0.1176, 0.1237, 0.1155, 0.1045, 0.1780, -0.1910, -0.0160, -0.0765, -0.0765, -0.0096, -0.2208, 0.1737, -0.2740, -0.1971, -0.0657, -0.1589, -0.2046, -0.1659, -0.0756, 0.1597, 0.1117, 0.1086, 0.1075, 0.1142, 0.1545, 0.1127, 0.1599, 0.1509

=====

Entry 2:
The following is a quantum chemistry calculation of a cluster of 12 separate species, C42H57N6O16 in total at a distorted geometry, from the Open Molecules 2025 dataset.

The geometry in XYZ format:
```
121
Properties=species:S:1:pos:R:3
C -1.998 -1.284 -1.022
C -0.818 -0.319 -1.277
C -0.864 0.909 -0.285
O 0.407 -0.957 -1.100
H -2.962 -0.802 -0.980
H -1.882 -1.804 -0.037
H -2.075 -2.059 -1.814
H -0.994 0.115 -2.294
H -1.784 1.525 -0.413
H -0.055 1.579 -0.405
H -0.737 0.605 0.768
C 1.125 1.911 -4.162
C -0.164 1.960 -4.912
O -0.712 3.299 -4.777
C 0.118 3.954 -3.928
O 0.034 5.024 -3.509
O 1.192 3.217 -3.580
H 2.045 1.777 -4.732
H 1.126 1.163 -3.339
H -0.904 1.244 -4.536
H -0.170 1.780 -6.011
C -4.531 2.519 -1.886
C -4.822 2.786 -0.465
O -6.202 2.373 -0.179
C -6.504 1.506 -1.167
O -7.431 0.788 -1.196
O -5.578 1.581 -2.235
H -3.527 2.064 -2.015
H -4.564 3.342 -2.626
H -4.729 3.823 -0.070
H -4.179 2.177 0.173
C 2.677 2.651 2.352
C 1.317 2.293 1.813
O 1.109 3.369 0.859
C 1.816 4.375 1.250
O 1.816 5.479 0.701
O 2.742 4.059 2.178
H 3.488 2.130 1.829
H 2.733 2.365 3.404
H 0.567 2.347 2.596
H 1.340 1.368 1.291
C -1.240 6.189 1.190
C -1.197 5.526 -0.118
O -1.998 4.369 0.092
C -2.039 4.065 1.436
O -2.480 3.050 1.856
O -1.465 5.099 2.128
H -1.995 6.957 1.403
H -0.229 6.595 1.572
H -0.199 5.232 -0.482
H -1.723 6.087 -0.890
C -4.278 -0.215 2.305
C -5.117 -1.259 1.597
O -4.799 -2.485 2.226
C -3.683 -2.324 2.956
O -3.157 -3.267 3.471
O -3.448 -1.006 3.250
H -4.802 0.582 2.838
H -3.677 0.268 1.597
H -4.938 -1.206 0.518
H -6.161 -1.085 1.764
N 0.933 -1.564 -3.815
C 0.138 -1.559 -4.977
C 0.953 -1.874 -6.029
C 2.290 -1.952 -5.488
C 2.219 -1.712 -4.153
H 0.679 -1.297 -2.845
H -0.914 -1.438 -4.907
H 0.612 -1.834 -7.043
H 3.125 -2.155 -6.088
H 2.962 -1.898 -3.345
N 0.242 -3.916 -1.190
C 0.601 -4.671 -2.292
C 0.446 -5.986 -1.847
C -0.179 -5.991 -0.584
C -0.246 -4.677 -0.166
H 0.340 -2.884 -1.146
H 0.914 -4.168 -3.164
H 0.552 -6.924 -2.452
H -0.464 -6.860 -0.023
H -0.607 -4.300 0.804
N 1.125 -1.669 1.432
C 2.341 -1.549 2.084
C 2.237 -2.033 3.379
C 0.886 -2.530 3.491
C 0.260 -2.305 2.281
H 0.914 -1.274 0.491
H 3.146 -1.142 1.501
H 3.035 -2.091 4.115
H 0.426 -3.024 4.349
H -0.732 -2.470 2.042
N -0.427 0.295 4.405
C 0.712 0.931 4.838
C 0.426 2.252 5.041
C -0.916 2.412 4.756
C -1.454 1.240 4.279
H -0.363 -0.669 4.134
H 1.651 0.463 5.151
H 1.125 3.090 5.166
H -1.419 3.374 4.713
H -2.444 1.092 3.957
N 2.915 -5.648 1.023
C 3.466 -6.194 2.156
C 4.792 -5.822 2.116
C 5.026 -5.136 0.919
C 3.822 -4.985 0.295
H 1.939 -5.483 0.918
H 2.786 -6.688 2.796
H 5.543 -6.273 2.722
H 6.039 -5.088 0.541
H 3.647 -4.329 -0.544
N 2.571 0.691 -0.775
C 3.759 -0.021 -0.691
C 4.820 0.920 -0.806
C 4.151 2.178 -1.126
C 2.828 1.998 -1.004
H 1.657 0.225 -0.718
H 3.651 -1.051 -0.456
H 5.910 0.729 -0.638
H 4.609 3.142 -1.252
H 2.101 2.701 -1.293
```

Kohn-Sham gap ... 8.0 eV
Total energy ... -86179.53712 eV
Net charge ... -1
Multiplicity ... 1

Löwdin atomic charge list, values in e, 99 entries: -0.0524, -0.5329, -0.0321, -0.3587, 0.0433, 0.0764, 0.0831, 0.1112, 0.0653, 0.0303, 0.0807, -0.1151, -0.1162, 0.0643, -0.6160, 0.1886, 0.0436, 0.1382, 0.1166, 0.1078, 0.1394, -0.1266, -0.1181, 0.0636, -0.5603, 0.1684, 0.0295, 0.1257, 0.1379, 0.1433, 0.0978, -0.1104, -0.0792, 0.0533, -0.5873, 0.0924, 0.0877, 0.1288, 0.1163, 0.1077, 0.0878, -0.1122, -0.1390, 0.0214, -0.5383, 0.1419, 0.0396, 0.1300, 0.1521, 0.1211, 0.1373, -0.0807, -0.1236, 0.0774, -0.5656, 0.1476, 0.0401, 0.1382, 0.0825, 0.1250, 0.1249, 0.0139, -0.1361, -0.1065, -0.1139, -0.1755, 0.0845, 0.0920, 0.0788, 0.0663, 0.1294, 0.0211, -0.0960, -0.1326, -0.1452, -0.1581, 0.0973, 0.0786, 0.0979, 0.0850, 0.1009, 0.0581, -0.1273, -0.1003, -0.1272, -0.1735, 0.0798, 0.0737, 0.0896, 0.1002, 0.0625, 0.0699, -0.1592, -0.1584, -0.1466, -0.0943, 0.0936, 0.1163, 0.1097